111
Properties=species:S:1:pos:R:3:mulliken_charge:R:1 method="wB97M-V/def2-TZVPD" e_tot_ha=-4844.9671 homo_lumo_gap_ev=7.51 total_charge=+1 de_lowest_kcal_mol=36.6
La -0.3371 -0.6141 1.4655 0.949
C 2.1503 -1.3550 3.9880 -1.447
C 1.2527 -2.5377 3.7501 -0.651
N -0.1677 -2.4174 3.5050 0.473
C -0.6320 -3.8267 3.3809 -0.575
C -2.0980 -4.0844 3.0276 -1.386
C -0.8407 -1.7849 4.6809 -1.220
C -2.0911 -0.9445 4.3556 -0.783
N -1.7041 -0.0185 3.3761 1.013
C -2.0402 1.2901 3.5229 0.486
C -1.1467 2.2361 2.9993 -0.365
F -0.0169 1.6961 2.3957 0.111
C -1.2074 3.5849 3.2056 0.005
F -0.2512 4.3224 2.5526 -0.243
C -2.1789 4.0868 4.0450 -1.025
C -3.1203 3.1773 4.5166 0.328
F -4.1275 3.6233 5.3398 -0.310
C -3.1160 1.8192 4.2403 0.126
F -4.0025 1.0185 4.8344 -0.345
H 3.2135 -1.6296 3.8729 0.388
H 2.0623 -1.0031 4.9889 0.541
H 1.9907 -0.4732 3.3937 0.135
H 1.3395 -3.1627 4.6504 0.485
H 1.6943 -3.1096 2.9205 0.403
H -0.3486 -4.3829 4.2792 0.588
H -0.0810 -4.2642 2.4960 0.166
H -2.7904 -3.9055 3.8392 0.389
H -2.3055 -5.1137 2.7995 0.462
H -2.4209 -3.4568 2.2265 0.117
H -0.1170 -1.1179 5.1462 0.532
H -0.9525 -2.5421 5.4891 0.247
H -2.3459 -0.4314 5.2909 0.585
H -2.9458 -1.5328 4.0322 0.095
H -2.3770 5.1252 4.2085 0.510
O 3.7571 -3.4439 -1.8436 -0.673
C 2.6866 -4.2339 -1.8026 0.920
C 2.6778 -5.1733 -2.8366 -0.599
C 1.5967 -6.0320 -2.9054 -0.552
C 0.5413 -5.9093 -1.9751 -0.760
C 0.5288 -4.8872 -1.0353 -0.337
C 1.5860 -3.9422 -1.0204 0.066
C 1.4774 -2.7164 -0.2090 -0.113
O 0.4553 -2.5990 0.5716 0.509
N 2.4544 -1.8564 -0.2789 -0.493
N 2.2218 -0.8050 0.6497 0.422
C 3.1950 0.0134 0.7070 -0.295
S 4.6233 -0.1471 -0.2868 -0.153
C 5.4986 1.3706 0.1924 -0.654
C 4.4448 2.3257 0.6379 0.325
S 3.1929 1.4517 1.6568 -0.031
H 3.6953 -2.6697 -1.2445 0.467
H 3.5702 -5.1747 -3.4425 0.497
H 1.5797 -6.7122 -3.7457 0.419
H -0.3048 -6.6440 -2.0145 0.342
H -0.2753 -4.6733 -0.3159 0.254
H 6.1036 1.7580 -0.6357 0.453
H 6.1451 1.1581 1.0812 0.353
H 3.9047 2.7627 -0.1501 -0.618
H 4.8362 3.1733 1.1852 0.609
C -4.5507 -1.8704 0.5382 -1.207
Te -2.6479 -2.0834 -0.4807 0.392
C -3.1203 -0.8764 -2.1316 -0.472
H -5.0041 -0.9344 0.1142 0.340
H -4.6234 -1.6987 1.6033 0.370
H -5.1215 -2.7197 0.2930 0.490
H -3.8446 -1.4223 -2.7115 0.651
H -2.2065 -0.6971 -2.6806 0.009
H -3.5822 0.0444 -1.8071 -0.061
F -6.3617 2.6900 -2.1394 -0.254
C -5.5278 3.5628 -1.5290 0.811
F -5.5072 4.6877 -2.3228 -0.266
F -6.0393 3.9321 -0.3294 -0.254
C -4.1454 3.0082 -1.3939 0.139
C -3.3418 2.9108 -2.5139 -1.162
C -2.0595 2.4831 -2.5086 -0.347
C -1.5187 2.0902 -1.3106 0.494
C -2.3272 2.0315 -0.1559 0.266
C -3.6889 2.4471 -0.2006 -0.967
P 0.0705 1.2265 -1.0982 1.832
C 0.2696 0.1826 -2.5669 0.924
C 0.1098 -1.2116 -2.5260 -0.284
C 0.5195 -2.0669 -3.5069 -1.118
C 1.0161 -1.5133 -4.6751 0.061
C 0.9431 -0.1577 -4.8961 -1.712
C 0.5813 0.6999 -3.8166 -0.054
C 1.6589 -2.4523 -5.7241 0.855
F 2.7141 -3.0481 -5.0734 -0.206
F 2.1447 -1.8831 -6.8271 -0.287
F 0.7933 -3.4062 -6.1235 -0.268
C 1.2797 2.6102 -1.2410 -0.131
C 1.1476 3.6899 -0.3082 -0.773
C 1.9080 4.8490 -0.4943 -0.626
C 2.7731 4.9911 -1.5564 0.255
C 3.0424 3.8901 -2.3411 -1.328
C 2.3124 2.7175 -2.1833 -0.232
C 3.5037 6.2719 -1.8196 0.746
F 3.4917 7.1474 -0.7897 -0.268
F 2.9331 6.9500 -2.8949 -0.269
F 4.7825 5.9974 -2.1468 -0.250
H -3.6956 3.3427 -3.4160 0.529
H -1.4637 2.3607 -3.4180 0.357
H -1.9219 1.5641 0.7332 -0.590
H -4.3116 2.3521 0.6976 0.607
H -0.2996 -1.6485 -1.6202 -0.284
H 0.5146 -3.1623 -3.3253 0.616
H 1.2782 0.3552 -5.8196 0.422
H 0.6024 1.8007 -3.9711 0.680
H 0.4480 3.6319 0.5487 -0.018
H 1.8037 5.7045 0.2194 0.478
H 3.7249 4.0321 -3.2123 0.413
H 2.4115 1.9320 -2.8948 0.807

***

103
Properties=species:S:1:pos:R:3:mulliken_charge:R:1 method="wB97M-V/def2-TZVPD" e_tot_ha=-4524.4247 multiplicity=2 homo_lumo_gap_ev="5.00 / 5.02" de_lowest_kcal_mol=38.3
Ti 1.1196 -0.7457 -0.5179 -0.702
C 3.8591 -0.3710 -5.8506 -0.902
C 2.3978 -0.0914 -6.1843 -0.505
N 1.4455 -0.9310 -5.4726 -0.139
C 1.4181 -0.8414 -4.0692 0.011
S 0.9023 -2.2839 -3.1732 -0.357
N 1.7161 0.2538 -3.4865 -1.339
N 1.7405 0.3298 -2.1490 2.065
C 2.0463 1.6458 -1.6803 0.304
C 1.9662 2.7894 -2.6412 -1.866
C 2.4350 1.7497 -0.3813 0.161
C 2.9618 2.9312 0.2791 -1.037
C 3.4872 2.8532 1.5172 -0.498
C 3.5131 1.5984 2.2217 -1.261
C 2.9496 0.5279 1.6085 0.019
N 2.3764 0.5633 0.3828 1.210
H 4.5158 0.3395 -6.3552 0.369
H 4.0287 -0.2777 -4.7778 0.121
H 4.1477 -1.3776 -6.1605 0.296
H 2.1605 0.9494 -5.9643 0.254
H 2.2158 -0.2388 -7.2507 0.409
H 1.4150 -1.8873 -5.7892 0.277
H 2.5118 2.5799 -3.5612 0.309
H 0.9324 3.0033 -2.9388 0.164
H 2.3803 3.6966 -2.2043 0.476
H 2.9551 3.8776 -0.2448 0.249
H 3.8961 3.7416 1.9845 0.464
H 3.9482 1.5050 3.2057 0.425
H 2.8995 -0.4391 2.1029 0.237
O 0.2026 -2.4549 -0.1589 0.390
C 0.5398 -3.2446 0.8399 1.049
C -0.4311 -3.7076 1.7433 -0.652
C -0.0980 -4.5478 2.7858 -0.502
C 1.2194 -4.9608 2.9773 -1.133
C 2.1896 -4.5154 2.1002 -1.070
C 1.8731 -3.6726 1.0333 0.155
C 2.9071 -3.1978 0.1203 0.185
N 2.8220 -2.1117 -0.6234 1.019
C 4.0049 -1.9902 -1.3124 -0.874
C 4.8160 -3.0299 -0.9907 -0.899
N 4.1103 -3.7887 -0.0803 -0.057
H -1.4518 -3.3750 1.6009 0.271
H -0.8714 -4.8801 3.4681 0.513
H 1.4844 -5.6102 3.8002 0.389
H 3.2208 -4.8101 2.2626 0.409
H 4.1693 -1.1526 -1.9693 0.473
H 5.8060 -3.2958 -1.3128 0.434
H 4.4083 -4.6546 0.3306 0.218
O 0.1053 -0.5205 1.7533 0.170
P -0.8332 0.4092 2.4275 1.724
C -2.4004 0.6045 1.5038 -1.763
P -2.1779 0.6380 -0.3089 1.441
O -0.7512 0.4159 -0.6922 0.806
C -3.3270 -0.6006 -0.9083 0.553
C -2.9395 -1.9374 -0.8368 -0.033
C -3.8433 -2.9286 -1.1831 -0.718
C -5.1242 -2.5930 -1.5990 -0.742
C -5.5082 -1.2617 -1.6758 -0.668
C -4.6118 -0.2627 -1.3266 -1.058
C -2.7233 2.2244 -0.9620 0.173
C -3.1495 3.3009 -0.1926 -0.460
C -3.4663 4.5091 -0.7992 -0.795
C -3.3537 4.6433 -2.1738 -0.561
C -2.9174 3.5751 -2.9480 -0.670
C -2.5999 2.3706 -2.3460 -0.588
C -0.2638 2.0939 2.6839 0.392
C -0.0017 2.8729 1.5566 0.069
C 0.3562 4.2031 1.7029 -0.982
C 0.4718 4.7553 2.9695 -0.755
C 0.2446 3.9750 4.0949 -0.811
C -0.1277 2.6473 3.9548 -0.732
C -1.3288 -0.2464 4.0320 -0.030
C -2.4563 0.1925 4.7235 -0.273
C -2.7837 -0.3722 5.9451 -0.692
C -1.9854 -1.3782 6.4769 -0.554
C -0.8653 -1.8206 5.7897 -0.662
C -0.5355 -1.2586 4.5640 -0.458
H -2.9241 1.4919 1.8579 0.694
H -3.0217 -0.2638 1.7322 0.701
H -1.9265 -2.1977 -0.5442 0.368
H -3.5371 -3.9658 -1.1445 0.499
H -5.8228 -3.3723 -1.8749 0.398
H -6.5032 -1.0003 -2.0108 0.429
H -4.9155 0.7746 -1.3920 0.417
H -3.2234 3.2254 0.8842 0.278
H -3.7918 5.3448 -0.1943 0.458
H -3.5976 5.5859 -2.6463 0.397
H -2.8144 3.6822 -4.0195 0.443
H -2.2343 1.5471 -2.9493 0.392
H -0.0292 2.4344 0.5643 -0.096
H 0.5691 4.7960 0.8232 0.530
H 0.7597 5.7928 3.0814 0.422
H 0.3570 4.4003 5.0836 0.430
H -0.3081 2.0464 4.8372 0.419
H -3.0781 0.9821 4.3177 0.301
H -3.6596 -0.0318 6.4813 0.424
H -2.2442 -1.8201 7.4306 0.384
H -0.2491 -2.6098 6.2001 0.446
H 0.3192 -1.6147 4.0021 0.220
F -0.8265 -2.7819 -5.1278 -0.268
C -0.7737 -2.4299 -3.8326 0.903
F -1.5023 -1.3135 -3.7103 -0.212
F -1.3879 -3.4036 -3.1401 -0.232

***

98
Properties=species:S:1:pos:R:3:mulliken_charge:R:1 method="wB97M-V/def2-TZVPD" e_tot_ha=-3794.1248 homo_lumo_gap_ev=7.81 de_lowest_kcal_mol=0.0
Ca 0.0236 -0.1704 -0.6482 2.450
O -2.1399 2.8365 1.4127 -0.776
C -1.4923 2.3425 0.4717 0.132
N -0.2264 1.9392 0.4663 -0.700
C 0.4320 2.1346 1.7431 -1.031
C 1.3987 1.0354 2.1211 0.552
C 2.1121 1.1364 3.3165 -0.948
C 2.9828 0.1333 3.6765 -0.479
C 3.1453 -0.9584 2.8281 -0.847
C 2.4113 -0.9859 1.6643 -0.354
N 1.5454 -0.0216 1.3160 0.047
C -2.2686 2.1233 -0.8203 0.509
C -3.3621 2.9367 -1.0866 -0.638
C -4.1019 2.7087 -2.2286 -0.513
C -3.7408 1.6617 -3.0654 -1.082
C -2.6474 0.8923 -2.7215 -0.277
N -1.9134 1.1093 -1.6248 0.142
H -0.2980 2.2248 2.5554 0.235
H 0.9857 3.0826 1.7507 0.608
H 1.9603 2.0017 3.9488 0.498
H 3.5358 0.1951 4.6054 0.416
H 3.8284 -1.7633 3.0612 0.491
H 2.5060 -1.8076 0.9641 0.381
H -3.6083 3.7128 -0.3767 0.500
H -4.9541 3.3331 -2.4657 0.428
H -4.2933 1.4424 -3.9688 0.471
H -2.3334 0.0640 -3.3437 0.288
C 2.1377 -0.6276 -2.1674 -1.039
C 1.2458 -0.0434 -3.0868 -0.516
C 0.2334 -0.9918 -3.3641 -0.809
C 0.4959 -2.1523 -2.6040 -0.340
C 1.6718 -1.9265 -1.8608 -0.594
H 3.0210 -0.1571 -1.7566 0.370
H 1.3353 0.9424 -3.5188 0.402
H -0.5569 -0.8798 -4.0922 0.705
H -0.0765 -3.0697 -2.6254 0.570
H 2.1450 -2.6410 -1.1997 0.630
C -5.9254 -4.5937 3.4224 -0.620
S -4.6859 -5.8863 3.1842 -0.127
C -3.2486 -5.1809 4.0431 -1.144
C -2.2537 -4.4315 3.1598 -0.407
C -2.8846 -3.1981 2.5351 -0.642
N -1.9800 -2.3428 1.7548 0.897
P -1.3036 -2.7793 0.2461 0.269
C -2.6308 -3.6072 -0.6819 0.149
C -3.1174 -2.9225 -1.7951 -0.698
C -4.1887 -3.4182 -2.5226 -0.516
C -4.7859 -4.6111 -2.1406 -0.800
C -4.3015 -5.3107 -1.0429 -0.911
C -3.2244 -4.8169 -0.3236 0.125
C -0.1166 -4.1204 0.6132 0.870
C 0.7306 -3.9919 1.7130 -0.296
C 1.7396 -4.9140 1.9380 -1.108
C 1.9274 -5.9707 1.0558 -0.732
C 1.1031 -6.0947 -0.0530 -0.668
C 0.0879 -5.1740 -0.2730 -0.739
P -2.1562 -0.6351 1.8120 2.340
C -3.9755 -0.4197 1.7346 0.514
C -4.8356 -0.4905 2.8271 -0.514
C -6.2095 -0.4028 2.6511 -0.815
C -6.7399 -0.2416 1.3785 -0.721
C -5.8919 -0.1594 0.2820 -1.025
C -4.5205 -0.2402 0.4641 -0.122
C -1.7741 -0.2530 3.5541 0.603
C -2.1490 0.9876 4.0756 -0.877
C -1.7540 1.3556 5.3519 -0.631
C -0.9743 0.4989 6.1204 -0.706
C -0.5845 -0.7265 5.6021 -0.953
C -0.9791 -1.0972 4.3230 -0.397
H -6.8704 -4.9958 3.0606 0.395
H -5.6983 -3.6867 2.8657 0.040
H -6.0331 -4.3605 4.4812 0.279
H -2.7510 -6.0235 4.5234 0.504
H -3.6218 -4.5342 4.8413 0.428
H -1.8653 -5.1087 2.3978 0.159
H -1.3954 -4.1356 3.7705 0.213
H -3.2988 -2.5847 3.3396 0.596
H -3.7252 -3.5008 1.9032 0.277
H -2.6401 -1.9954 -2.0969 0.240
H -4.5536 -2.8775 -3.3864 0.485
H -5.6240 -5.0016 -2.7033 0.402
H -4.7639 -6.2417 -0.7416 0.477
H -2.8559 -5.3793 0.5241 0.321
H 0.5952 -3.1609 2.3962 0.524
H 2.3835 -4.8068 2.8021 0.457
H 2.7169 -6.6903 1.2285 0.383
H 1.2490 -6.9090 -0.7506 0.422
H -0.5481 -5.2794 -1.1435 0.332
H -4.4330 -0.6111 3.8256 0.331
H -6.8673 -0.4596 3.5091 0.465
H -7.8116 -0.1710 1.2437 0.402
H -6.2959 -0.0217 -0.7128 0.513
H -3.8626 -0.1603 -0.3945 0.007
H -2.7164 1.6789 3.4635 0.461
H -2.0478 2.3209 5.7438 0.466
H -0.6682 0.7903 7.1169 0.395
H 0.0323 -1.3953 6.1893 0.445
H -0.6573 -2.0473 3.9152 0.107

***

102
Properties=species:S:1:pos:R:3:mulliken_charge:R:1 method="wB97M-V/def2-TZVPD" e_tot_ha=-5088.7931 homo_lumo_gap_ev=7.03 total_charge=-1
C -1.8512 3.5539 2.5821 -0.624
C -1.5449 5.0265 2.7531 -0.688
O -2.5344 5.8507 2.1964 -0.408
C -3.6870 6.1044 3.0112 -0.641
Ga -5.3731 6.0659 1.9325 0.406
S -6.1162 3.8277 2.5199 0.763
O -5.2178 2.7640 2.1057 -0.542
O -6.5091 3.8037 3.9107 -0.657
F -7.4816 3.3797 1.7609 -0.299
H -2.1502 3.3667 1.5518 0.164
H -2.6822 3.2666 3.2236 0.267
H -0.9794 2.9383 2.8136 0.417
H -1.4191 5.2691 3.8185 0.356
H -0.6111 5.2838 2.2446 0.337
H -3.7439 5.3879 3.8379 0.362
H -3.5907 7.1036 3.4537 0.339
H -5.2477 6.1611 0.3624 -0.273
H -6.4964 7.0263 2.5178 -0.288
F -4.0274 2.9661 -1.7610 -0.316
C -5.0303 2.0812 -1.9331 0.141
C -5.5337 1.4168 -0.8324 -0.200
C -6.5542 0.5007 -1.0442 -0.647
C -7.0518 0.2615 -2.3179 -0.295
C -6.5243 0.9524 -3.4003 -0.321
C -5.5021 1.8737 -3.2156 -0.584
H -5.1527 1.6199 0.1598 0.676
H -6.9671 -0.0282 -0.1951 0.447
H -7.8493 -0.4524 -2.4645 0.375
H -6.9060 0.7745 -4.3981 0.347
H -5.0734 2.4280 -4.0393 0.436
F -0.4602 1.7168 0.8166 -0.077
C 0.2897 1.4628 -0.2732 0.313
C -0.3349 0.9606 -1.3975 -0.406
C 0.4449 0.6974 -2.5144 -0.532
C 1.8137 0.9331 -2.4971 -0.563
C 2.4067 1.4387 -1.3477 -0.309
C 1.6462 1.7116 -0.2192 -0.586
H -1.4030 0.7905 -1.3844 0.536
H -0.0257 0.3061 -3.4072 0.374
H 2.4166 0.7272 -3.3689 0.452
H 3.4743 1.6203 -1.3253 0.391
H 2.0822 2.1092 0.6869 0.433
F 4.1815 -0.3676 -4.2589 -0.381
C 5.1749 -0.6712 -3.3928 0.404
C 6.1385 0.2837 -3.1391 -0.552
C 7.1480 -0.0282 -2.2383 -0.306
C 7.1744 -1.2699 -1.6189 -0.837
C 6.1880 -2.2066 -1.8960 -0.137
C 5.1702 -1.9127 -2.7926 -0.540
H 6.0894 1.2418 -3.6381 0.445
H 7.9112 0.7048 -2.0201 0.482
H 7.9678 -1.5040 -0.9210 0.557
H 6.2052 -3.1725 -1.4116 0.405
H 4.3829 -2.6181 -3.0181 0.451
F 10.2197 0.3047 -1.5627 -0.289
C 11.2967 0.1901 -2.3714 0.581
C 12.3465 -0.6056 -1.9623 -0.583
C 13.4455 -0.7182 -2.8023 -0.273
C 13.4778 -0.0458 -4.0159 -0.619
C 12.4026 0.7457 -4.3954 -0.275
C 11.2934 0.8712 -3.5711 -0.431
H 12.2953 -1.1174 -1.0116 0.411
H 14.2800 -1.3386 -2.5034 0.349
H 14.3378 -0.1391 -4.6647 0.368
H 12.4228 1.2718 -5.3406 0.348
H 10.4408 1.4766 -3.8451 0.414
F 4.7628 -3.9713 0.4792 -0.317
C 5.7001 -4.2246 1.4163 0.294
C 6.5902 -3.2210 1.7415 -0.209
C 7.5531 -3.4895 2.7043 -0.391
C 7.6124 -4.7340 3.3160 -0.559
C 6.6995 -5.7193 2.9652 -0.256
C 5.7275 -5.4718 2.0064 -0.614
H 6.5155 -2.2590 1.2531 0.559
H 8.2571 -2.7152 2.9797 0.360
H 8.3643 -4.9341 4.0669 0.376
H 6.7399 -6.6902 3.4410 0.349
H 5.0012 -6.2187 1.7183 0.420
F -8.5250 -2.2523 -1.0065 -0.297
C -9.7703 -2.5576 -0.5908 0.525
C -9.9664 -2.8445 0.7449 -0.533
C -11.2521 -3.1531 1.1648 -0.299
C -12.3052 -3.1721 0.2606 -0.599
C -12.0722 -2.8778 -1.0755 -0.278
C -10.7941 -2.5644 -1.5162 -0.457
H -9.1284 -2.8186 1.4274 0.478
H -11.4292 -3.3746 2.2090 0.345
H -13.3049 -3.4109 0.5973 0.363
H -12.8900 -2.8885 -1.7841 0.341
H -10.5859 -2.3247 -2.5496 0.410
F -3.8691 -3.8979 4.0167 -0.347
C -3.7001 -2.6255 3.5663 0.390
C -4.7357 -1.7281 3.7203 -0.532
C -4.5548 -0.4298 3.2602 -0.399
C -3.3623 -0.0590 2.6550 -0.507
C -2.3396 -0.9880 2.5182 -0.339
C -2.4997 -2.2903 2.9771 -0.543
H -5.6563 -2.0447 4.1917 0.452
H -5.3432 0.3051 3.3642 0.463
H -3.2426 0.9545 2.2980 0.463
H -1.4104 -0.6991 2.0479 0.393
H -1.7189 -3.0328 2.8836 0.430